Record 1
Entry from OMol25: a single C17H28O3S molecule in a non-equilibrium geometry (ωB97M-V/def2-TZVPD).

Output
**Net charge**: 0
**Kohn-Sham gap**: 0.338 Ha
**2S+1**: 1
**Structure (SMILES)**: C=C1C(=O)S[C@H](CCCCCCCCCCC)[C@H]1C(=O)O

Last column: Löwdin charge in e.
Geometry (Å):
C 1.209 -2.478 -3.789  0.16
C 1.599 -1.160 -3.697  -0.22
C 2.895 -0.651 -3.734  -0.77
O 3.802 -1.352 -4.085  0.05
S 2.905 1.052 -3.702  1.13
C 1.156 1.161 -3.327  -0.54
C 0.760 2.192 -2.264  -0.20
C 1.682 2.151 -0.992  -0.19
C 1.025 2.527 0.441  -0.19
C 2.044 2.100 1.503  -0.23
C 1.349 2.005 2.923  -0.20
C 0.078 1.071 3.014  -0.23
C 0.381 -0.418 3.062  -0.21
C -0.958 -1.196 3.374  -0.22
C -1.716 -1.613 2.141  -0.27
C -3.019 -2.223 2.595  -0.32
C -3.814 -2.907 1.539  -0.15
C 0.459 -0.181 -3.215  -0.19
C -0.898 -0.076 -3.777  -0.42
O -1.105 -0.622 -4.858  0.11
O -1.965 0.435 -3.043  0.13
H 1.880 -3.289 -4.088  0.09
H 0.186 -2.735 -3.462  0.09
H 0.752 1.711 -4.169  0.11
H -0.318 2.183 -1.919  0.13
H 0.891 3.128 -2.698  0.08
H 2.635 2.639 -1.186  0.09
H 1.934 1.072 -0.781  0.11
H 0.123 1.913 0.517  0.08
H 0.599 3.534 0.467  0.11
H 3.021 2.745 1.461  0.14
H 2.505 1.134 1.294  0.09
H 1.190 3.063 3.192  0.10
H 2.103 1.709 3.693  0.11
H -0.372 1.281 4.054  0.13
H -0.649 1.284 2.218  0.09
H 1.040 -0.618 3.871  0.09
H 0.829 -0.636 2.050  0.13
H -1.699 -0.648 3.990  0.11
H -0.682 -2.147 3.954  0.13
H -1.126 -2.409 1.697  0.11
H -1.911 -0.882 1.354  0.12
H -2.799 -3.025 3.309  0.11
H -3.572 -1.340 3.088  0.14
H -4.111 -2.263 0.634  0.09
H -3.175 -3.662 1.063  0.07
H -4.733 -3.464 1.937  0.09
H 0.304 -0.392 -2.118  0.18
H -2.714 0.302 -3.530  0.06

Record 2
Entry from OMol25: a molecular structure, C17H29CrFNO2P2 in a non-equilibrium geometry (ωB97M-V/def2-TZVPD).

Output
**Net charge**: 0
**Kohn-Sham gap (alpha / beta)**: 0.158 / 0.165 Ha
**2S+1**: 4
**⟨S²⟩**: 4.01

Last column: Mulliken spin population.
Geometry (Å):
C -0.990 3.020 -2.781  -0.06
C -1.019 2.093 -1.754  0.15
N 0.097 1.798 -1.027  -0.02
C 1.265 2.418 -1.309  0.24
C 1.347 3.360 -2.336  -0.10
C 0.191 3.708 -3.066  0.21
C -2.363 1.508 -1.376  -0.03
P -2.290 0.243 -0.053  -0.05
Cr -0.042 0.443 0.556  2.93
P 2.731 0.356 0.185  -0.14
C 2.556 2.006 -0.584  -0.06
C -0.355 -1.301 1.694  -0.25
C -0.649 -1.209 3.043  0.02
C -0.603 -2.354 3.842  0.01
C -0.183 -3.579 3.292  -0.02
C 0.180 -3.640 1.948  0.04
C 0.097 -2.494 1.131  0.09
O -2.413 -1.065 -5.675  0.00
O 1.311 -1.953 -3.341  0.00
H -1.935 3.181 -3.314  -0.01
H 2.308 3.810 -2.561  0.00
H 0.215 4.451 -3.848  0.03
C -3.368 0.989 1.174  0.02
C -2.867 -1.340 -0.660  0.05
H 3.361 2.042 -1.338  -0.01
H 2.782 2.759 0.193  0.00
H -2.920 1.190 -2.241  0.00
H -2.973 2.261 -0.877  0.00
C 3.561 0.391 1.786  -0.01
C 3.325 -0.840 -1.019  0.01
H -0.902 -0.238 3.481  -0.01
H -0.886 -2.310 4.892  0.00
H -0.132 -4.485 3.916  0.00
H 0.534 -4.580 1.505  0.00
H 0.396 -2.523 0.087  0.01
H 0.742 -1.538 -3.994  0.00
H 1.856 -2.519 -3.927  0.00
H -1.752 -0.669 -6.332  0.00
H -2.980 -0.306 -5.460  0.00
H 1.531 -0.236 0.770  -0.07
H -4.323 1.155 0.665  0.00
H -3.472 0.330 2.040  0.00
H -2.940 1.949 1.488  0.00
H -3.965 -1.273 -0.654  0.00
H -2.450 -1.469 -1.677  0.00
H -2.491 -2.119 0.023  -0.02
H 4.364 -0.592 -1.283  -0.01
H 3.294 -1.843 -0.571  0.00
H 2.694 -0.857 -1.924  0.01
H 4.639 0.591 1.765  0.01
H 3.058 1.156 2.406  0.00
H 3.382 -0.598 2.243  0.01
F -0.118 1.689 1.824  0.05

Record 3
Entry from OMol25: a molecular structure, C17H29FIrNO2P2 in a non-equilibrium geometry (ωB97M-V/def2-TZVPD).

Output
**Net charge**: 0
**Kohn-Sham gap (alpha / beta)**: 0.166 / 0.212 Ha
**2S+1**: 5
**⟨S²⟩**: 6.06

Last column: Mulliken spin population.
Geometry (Å):
C 1.083 3.521 -2.248  -0.14
C 0.467 2.577 -1.429  0.31
N 1.194 1.496 -1.028  0.31
C 2.452 1.282 -1.512  0.16
C 3.111 2.238 -2.297  -0.07
C 2.387 3.386 -2.680  0.43
C -1.024 2.724 -1.034  0.00
P -1.499 1.436 0.194  0.06
Ir 0.352 0.035 0.460  0.90
P 2.023 -1.215 -0.387  0.02
C 3.203 0.058 -1.068  -0.01
O -2.388 1.467 -4.090  0.00
O 0.039 -0.770 -3.676  0.00
H 0.458 4.378 -2.532  -0.01
H 4.109 2.072 -2.576  0.00
H 2.864 4.143 -3.283  0.05
C -1.623 2.368 1.717  0.01
C -3.163 0.881 -0.282  0.03
H 3.726 -0.398 -1.918  0.00
H 3.938 0.287 -0.274  0.02
H -1.727 2.454 -1.840  0.01
H -1.255 3.767 -0.744  0.01
C 2.862 -2.053 0.989  -0.01
C 1.849 -2.436 -1.716  0.02
H -0.613 -0.393 -3.003  0.00
H -0.543 -1.306 -4.237  0.00
H -1.537 1.127 -3.882  0.00
H -2.064 2.369 -4.354  0.00
H 0.987 0.727 1.803  -0.02
H -0.127 -1.074 -0.606  0.05
H -2.268 3.238 1.571  0.00
H -2.031 1.696 2.483  0.00
H -0.613 2.688 1.986  0.00
H -3.893 1.686 -0.102  0.01
H -3.216 0.615 -1.348  -0.01
H -3.432 0.007 0.330  -0.01
H 2.845 -2.827 -1.999  0.00
H 1.205 -3.249 -1.345  -0.01
H 1.348 -1.937 -2.568  -0.01
H 3.798 -2.527 0.653  0.00
H 3.075 -1.326 1.789  0.00
H 2.184 -2.816 1.401  0.00
F -1.538 -5.101 3.169  0.03
C -1.327 -3.897 2.538  0.32
C -1.699 -3.771 1.206  -0.04
C -1.430 -2.550 0.554  0.66
C -0.723 -1.538 1.242  0.38
C -0.471 -1.668 2.601  -0.11
C -0.737 -2.861 3.256  0.50
H -2.181 -4.602 0.679  0.00
H -1.726 -2.414 -0.495  0.06
H -0.002 -0.830 3.089  0.01
H -0.485 -2.978 4.301  0.06

Record 4
Entry from OMol25: a single C17H29N3O molecule in a non-equilibrium geometry (ωB97M-V/def2-TZVPD).

Output
**Net charge**: 0
**Kohn-Sham gap**: 0.304 Ha
**2S+1**: 1
**Structure (SMILES)**: Cc1cccc(CN2CCN(CC(C)C)[C@@H](CCO)C2)n1
**Energy above the lowest of the compared OMol25 structures with the same formula, charge and spin**: 0.0 kJ/mol

Last column: Löwdin charge in e.
Geometry (Å):
C 3.043 2.736 -0.082  -0.01
C 3.632 1.318 -0.013  -0.46
C 4.703 0.922 0.518  -0.11
C 5.120 -0.362 0.536  -0.03
C 4.266 -1.447 0.109  0.02
C 3.002 -0.935 -0.128  -0.25
C 1.848 -1.776 -0.344  -0.20
N 0.415 -1.483 -0.514  -0.11
C 0.185 -0.960 -1.683  -0.23
C -1.341 -0.572 -1.581  -0.27
N -1.940 -0.083 -0.543  -0.14
C -1.824 1.346 -0.195  -0.21
C -2.993 2.000 0.437  -0.30
C -2.478 3.579 0.719  0.04
C -4.169 2.197 -0.521  -0.05
C -1.552 -0.812 0.894  -0.18
C -2.132 -2.176 1.003  -0.09
C -3.660 -1.970 0.992  -0.22
O -4.261 -1.723 -0.272  -0.07
C 0.057 -0.921 1.074  0.08
N 2.751 0.458 -0.258  0.16
H 3.710 3.109 -0.884  0.08
H 3.123 3.370 0.668  0.00
H 1.817 2.800 -0.414  0.15
H 5.471 1.874 0.399  0.18
H 6.136 -0.502 0.668  0.08
H 4.540 -2.358 0.352  0.06
H 2.162 -2.804 0.406  0.18
H 2.230 -2.563 -1.276  0.18
H 0.468 -1.429 -2.442  0.05
H 0.514 0.283 -1.604  0.17
H -1.806 0.010 -2.241  0.08
H -1.886 -1.702 -1.704  0.18
H -0.803 1.479 0.282  0.11
H -1.617 1.945 -1.362  0.21
H -3.212 1.294 1.247  0.13
H -3.460 4.009 1.372  0.16
H -1.803 3.455 1.400  0.00
H -2.403 4.156 0.073  -0.07
H -4.005 2.727 -1.288  0.00
H -4.438 1.250 -1.135  0.13
H -4.936 2.549 -0.084  0.01
H -1.677 -0.240 1.806  0.13
H -1.862 -2.683 0.063  0.13
H -1.862 -2.617 1.738  0.02
H -4.101 -2.778 1.236  0.06
H -3.946 -1.300 1.601  0.06
H -3.717 -0.915 -0.539  0.07
H 0.320 -1.527 1.672  -0.01
H 0.416 0.173 1.042  0.12